Formula: C34H44BBrN13O2PPt
Source: the Open Molecules 2025 dataset
Level of theory: wB97M-V/def2-TZVPD

Positions of all 97 atoms, in Å:
C  1.08  -1.48  3.11
H  4.09  -1.92  -5.88
C  -1.99  -1.06  -3.24
H  -0.36  3.89  1.66
N  -5.99  2.50  1.88
H  -0.10  -1.48  -4.35
C  -0.01  2.19  -1.74
H  2.47  2.91  -2.38
H  -2.59  -2.03  2.06
C  2.85  -3.08  -4.58
N  2.16  3.90  -0.56
H  1.61  -1.99  5.21
C  -6.27  1.80  2.97
H  0.55  1.41  -2.25
H  -1.43  4.45  -1.74
H  -1.10  1.91  2.57
C  1.15  -1.29  4.53
H  -3.59  -0.26  3.14
N  -0.39  -2.31  0.39
H  1.59  5.12  1.04
C  1.93  3.76  -1.96
P  0.22  2.07  0.09
C  1.66  -2.68  2.46
H  0.28  3.56  -3.25
O  -1.99  0.05  1.29
C  2.36  -4.02  -2.64
H  -3.47  -1.97  -0.84
H  2.61  -2.90  2.95
C  3.43  -1.29  -1.21
N  0.18  -2.86  -0.73
H  0.31  2.54  3.47
C  -0.65  -1.17  -3.47
H  3.97  -3.62  -6.31
H  -7.19  2.04  3.49
H  -1.66  3.63  0.48
H  -1.66  -5.31  0.39
C  -2.13  -0.75  -1.87
H  -4.68  2.81  0.33
H  5.10  -0.45  -0.04
H  -1.07  2.06  -1.96
Br  -5.88  -0.14  5.02
O  -2.40  1.75  -0.08
H  2.25  2.82  1.23
H  0.01  -4.74  -1.68
H  2.39  1.06  2.34
H  2.29  -4.62  -1.75
N  1.65  -2.87  -2.80
N  -0.90  -0.55  -1.37
H  -2.70  -3.77  2.35
C  1.38  5.01  -0.02
C  -5.42  0.80  3.46
H  2.65  1.91  -0.23
C  -0.58  3.69  0.61
C  -2.74  1.04  0.85
C  3.25  0.52  1.97
C  -0.37  4.67  -1.59
H  -2.80  -1.22  -3.93
C  4.05  -0.61  -0.18
C  0.11  0.44  3.56
N  1.85  -0.62  0.16
C  3.42  -2.77  -5.92
C  -2.02  -2.94  2.18
H  2.62  -2.53  -6.63
C  1.98  2.65  0.18
H  -4.23  -0.87  -1.96
C  -1.14  -4.39  0.20
H  1.02  -3.54  2.67
C  -0.29  -4.12  -0.85
N  0.42  -0.41  2.55
H  3.83  -1.80  -2.07
C  -3.45  -0.94  -1.21
H  -1.40  -2.84  3.07
C  3.12  -4.20  -3.75
C  -4.26  0.51  2.79
N  -0.04  4.76  -0.21
N  0.04  -0.90  -2.33
H  1.81  -2.60  1.39
H  -0.10  5.58  -2.12
C  -1.20  -3.22  0.96
H  -3.72  -0.30  -0.38
B  1.01  -2.01  -1.77
C  -3.97  1.25  1.64
C  3.03  -0.19  0.67
H  4.07  1.23  1.85
N  2.12  -1.27  -0.99
N  1.98  -2.27  -3.99
N  0.43  3.53  -2.24
H  3.78  -5.02  -3.97
C  -0.49  1.78  3.45
C  0.55  -0.11  4.81
H  1.66  5.93  -0.52
H  0.42  0.37  5.77
C  -4.87  2.23  1.22
Pt  -0.16  -0.27  0.56
H  2.20  4.68  -2.49
H  -1.11  1.98  4.32
H  3.57  -0.20  2.72

Calculated values
**ΔE to the lowest compared entry with this formula, charge and spin**: 0.702 eV
**<S²>**: 0.761
**Spin multiplicity**: 2
**E_HOMO (spin up / spin down)**: -0.576 / -0.576 hartree
**E_tot**: -5243.04640 a.u.
**Strongest force on any atom**: 0.7 eV/Å
**Frontier orbital gap (spin up / spin down)**: 6.6 / 5.6 eV
**Total charge**: +3

***

Formula: C34H44BCoN8O2S3
Source: the Open Molecules 2025 dataset
Level of theory: wB97M-V/def2-TZVPD

Positions of all 93 atoms, in Å:
C  3.12  -1.98  -0.97
H  0.08  -3.41  2.30
H  -2.42  -4.46  2.13
C  -2.08  -1.57  0.71
H  -1.22  2.96  4.56
C  -4.37  -3.08  -0.81
H  -6.18  -2.00  1.20
H  2.14  4.17  5.32
B  0.29  -0.78  1.04
C  -2.04  -3.53  1.74
C  -5.14  -1.68  1.15
H  -3.81  -3.96  -1.11
C  1.90  0.32  4.15
H  3.01  1.76  -2.72
C  1.27  -3.10  -5.44
H  2.59  0.35  4.97
C  1.78  -0.59  3.16
H  5.53  0.13  -0.41
C  -2.20  3.99  0.13
S  -1.01  1.87  2.03
H  5.76  -1.31  -1.41
H  0.52  2.74  6.99
O  1.56  -2.87  -6.57
N  -1.74  3.05  -0.69
H  2.49  3.41  3.76
C  0.77  -2.02  -4.51
N  -0.82  -1.80  1.16
H  4.76  1.86  -2.92
H  -1.56  2.11  -3.89
C  2.11  -2.28  -0.14
H  -1.97  3.89  1.18
H  4.77  -0.19  -4.13
N  0.73  -0.17  2.36
N  3.10  -0.61  -1.19
C  -2.95  5.06  -0.34
C  -0.80  -3.02  1.82
N  1.47  -1.09  0.16
C  5.51  -0.25  -1.43
H  -0.10  3.93  3.59
H  1.08  -0.58  -6.05
Co  -0.83  1.37  -0.21
H  -5.41  -3.23  -1.09
C  2.22  3.21  4.80
H  0.25  1.32  -4.70
C  0.88  2.48  4.88
H  3.87  -2.62  -1.41
H  -3.30  5.81  0.37
C  -3.22  5.17  -1.69
H  2.34  -1.49  2.98
H  4.30  -1.72  -3.41
N  0.96  1.31  3.93
C  0.64  1.91  6.28
H  -5.09  -0.84  0.47
C  2.07  -0.08  -0.50
C  -0.21  0.09  -2.99
H  -4.85  -1.34  2.15
H  -4.70  -4.02  2.50
N  -0.79  1.16  -2.22
C  -0.25  3.45  4.55
O  1.41  -4.35  -4.94
H  -2.90  4.23  -3.61
C  -0.13  -1.17  -2.44
H  -5.82  -4.27  1.16
C  4.06  -0.66  -3.45
H  3.06  -0.54  -3.87
C  -2.72  4.19  -2.54
C  -4.29  -2.86  0.70
C  0.72  -0.74  -5.04
H  3.03  2.65  5.27
H  -0.48  -1.35  -1.44
H  1.09  -4.42  -4.03
H  4.06  2.06  -1.32
S  1.58  1.59  -0.35
H  6.29  0.26  -2.00
H  -4.23  -5.02  1.10
H  0.39  -3.21  -2.74
H  -0.26  0.11  0.45
H  -3.80  6.00  -2.07
H  -0.27  1.31  6.31
C  0.24  0.32  -4.28
C  0.35  -2.23  -3.20
C  -4.77  -4.12  1.41
N  -2.84  -2.62  1.06
H  1.80  -3.23  0.26
C  4.15  0.01  -2.09
S  -2.62  -0.19  -0.19
H  -4.00  -2.22  -1.36
C  -1.42  2.09  -2.81
C  3.97  1.51  -2.26
C  0.27  1.00  2.82
H  -0.25  4.21  5.32
H  1.48  1.30  6.63
C  -1.99  3.16  -2.01

Calculated values
**ΔE to the lowest compared entry with this formula, charge and spin**: 0.326 eV
**E_HOMO (spin up / spin down)**: -0.488 / -0.488 hartree
**E_tot**: -4512.43113 a.u.
**Strongest force on any atom**: 1.5 eV/Å
**Frontier orbital gap (spin up / spin down)**: 6.8 / 6.8 eV
**Total charge**: +2

***

Formula: C34H44Ge2NO3PdS
Source: the Open Molecules 2025 dataset
Level of theory: wB97M-V/def2-TZVPD

Positions of all 86 atoms, in Å:
H  -5.13  3.68  -2.31
Ge  -0.36  -2.77  -0.92
H  -1.52  -6.12  0.56
H  -2.58  0.30  3.26
H  -6.54  1.61  1.16
H  0.24  0.13  4.25
H  4.47  1.34  -1.75
H  -0.35  5.29  -3.47
H  -1.75  -2.15  -4.55
H  -0.65  -3.87  1.27
C  -1.46  -0.66  1.73
C  3.71  1.32  -2.53
C  -0.41  0.58  3.49
H  -1.02  -0.87  -2.62
S  -1.25  2.71  -2.26
C  3.11  -0.91  0.76
H  1.59  0.87  -2.78
C  -1.18  -4.00  0.32
C  -3.00  7.33  -3.95
H  -4.74  7.40  -2.70
C  4.65  -2.02  -2.66
C  -3.35  5.91  -2.04
H  -1.75  -1.16  3.79
H  -3.34  8.12  -4.61
H  2.65  -4.52  -3.73
Ge  2.22  -0.76  -0.97
C  -2.92  2.20  -2.77
H  6.67  -3.62  -4.86
C  5.79  -3.39  -4.26
C  -3.92  2.03  -1.66
C  -5.81  1.73  0.37
C  -4.73  0.85  0.28
H  1.98  1.67  -1.26
C  -2.12  5.31  -2.25
C  -1.65  4.21  -1.34
C  -1.65  -0.26  3.18
H  -0.71  4.46  -0.84
H  4.94  -1.50  1.73
C  4.55  -1.43  0.71
H  2.49  -1.59  1.34
H  4.65  -5.03  -5.04
C  2.34  0.92  -1.97
H  3.64  2.33  -2.95
O  -2.26  -1.25  1.02
H  -2.21  -3.68  0.49
H  -2.74  1.27  -3.31
H  -6.80  3.41  -0.51
C  1.31  -3.35  -1.70
H  -3.23  2.96  -3.49
H  -0.64  1.59  3.82
C  -3.80  1.00  -0.73
N  -0.25  -0.22  1.28
H  4.68  -1.17  -1.99
H  6.66  -1.67  -3.32
H  4.63  -2.41  0.25
H  -3.97  5.60  -1.21
C  -5.95  2.74  -0.56
H  -2.98  0.30  -0.80
O  -0.77  1.75  -1.19
H  3.04  0.06  1.24
C  -1.08  -5.44  -0.17
H  1.38  -4.38  -2.07
H  4.04  0.65  -3.32
C  2.31  -2.49  -1.93
H  -2.38  3.93  -0.58
C  0.35  0.64  2.18
H  -1.14  7.06  -4.98
H  -4.61  0.04  0.99
C  -1.32  5.74  -3.31
C  3.51  -2.81  -2.74
C  -1.20  -2.65  -3.76
H  -1.56  -3.68  -3.70
O  1.30  1.34  1.92
Pd  -0.25  -0.40  -0.73
H  5.21  -0.75  0.16
C  -1.76  6.74  -4.16
C  -1.38  -1.93  -2.42
C  5.79  -2.30  -3.41
C  -3.79  6.93  -2.88
C  -5.01  2.89  -1.58
H  -2.42  -1.82  -2.12
C  3.53  -3.90  -3.61
C  4.65  -4.18  -4.37
H  -1.61  -5.59  -1.11
H  -0.15  -2.69  -4.05
H  -0.04  -5.75  -0.32

Calculated values
**ΔE to the lowest compared entry with this formula, charge and spin**: 0.519 eV
**E_HOMO**: -0.413 hartree
**E_tot**: -6282.14029 a.u.
**Strongest force on any atom**: 0.5 eV/Å
**Frontier orbital gap**: 7.4 eV
**Total charge**: +1

***

Formula: C34H44LaN4O
Source: the Open Molecules 2025 dataset
Level of theory: wB97M-V/def2-TZVPD

Positions of all 84 atoms, in Å:
C  -3.00  -0.82  2.50
H  -4.27  -1.30  5.88
H  -2.55  1.15  -2.32
H  -1.34  -1.23  3.71
H  2.15  -0.38  -4.58
C  -2.80  0.65  -3.27
H  -2.58  0.90  4.56
C  -1.49  -4.40  3.47
H  -2.96  -0.41  -3.08
H  0.38  -2.53  -5.10
H  -0.92  1.35  3.45
H  -0.07  4.18  -7.05
C  -5.33  -0.73  3.36
C  1.58  0.75  -0.13
H  -1.62  3.63  -7.67
C  2.62  0.25  -1.06
H  0.60  2.21  3.76
C  -1.35  -4.25  2.09
H  -6.29  -0.57  2.86
C  -4.12  -0.27  5.55
H  -2.34  -4.91  3.93
H  2.77  -2.25  2.76
C  -1.05  3.79  -6.75
H  0.94  3.25  -1.74
H  -2.67  2.83  -4.82
C  -0.03  -2.33  -4.13
H  -0.72  2.63  -1.86
C  0.37  0.49  -5.44
C  0.32  2.33  -1.71
C  -1.85  2.15  -5.02
H  2.41  -3.00  1.05
H  2.34  0.41  -6.16
H  -0.48  -4.10  5.38
H  0.97  1.98  -6.86
H  0.62  1.71  -2.57
C  0.19  1.67  -6.17
H  2.25  0.19  -2.10
H  3.68  -0.11  1.52
C  0.48  1.25  1.85
N  -4.26  -0.44  2.37
H  1.58  -1.19  -6.08
H  -3.76  1.08  -3.58
H  -1.49  3.43  0.05
C  -1.76  0.95  -4.31
N  -0.76  -2.39  -2.02
C  1.67  -0.23  -5.56
H  0.16  -3.94  0.54
H  0.56  0.44  3.81
H  -2.17  2.48  1.38
C  -0.66  0.10  -4.55
La  -0.56  -1.28  -0.02
C  -0.90  2.51  -5.97
C  0.16  1.32  3.28
H  -5.25  -1.79  3.65
H  -0.92  3.70  1.71
C  -0.15  -3.76  1.58
H  2.96  -0.76  -0.77
C  -5.24  0.14  4.60
C  2.78  0.20  2.04
H  0.15  -4.16  -2.92
C  2.10  -2.77  2.07
C  1.71  0.67  1.32
C  -2.72  -0.12  4.94
H  2.71  0.17  3.13
H  3.51  0.90  -1.06
C  -0.88  -1.10  -2.42
H  -2.16  -4.55  1.43
H  -4.17  0.37  6.45
H  -2.78  -2.15  4.13
H  -1.57  4.55  -6.16
H  -1.98  -0.27  5.74
H  -4.55  -0.27  1.41
C  -2.43  -1.14  3.84
O  -2.29  -0.94  1.42
C  -1.25  2.92  0.99
N  0.59  -3.22  3.84
C  -0.44  -3.91  4.30
C  0.50  1.60  -0.43
C  0.87  -3.25  2.50
C  -0.19  -3.15  -3.07
H  -6.20  0.06  5.13
N  -0.53  -1.06  -3.75
C  -0.19  1.90  0.80
H  -5.13  1.20  4.31

Calculated values
**E_HOMO (spin up / spin down)**: -0.020 / -0.020 hartree
**E_tot**: -1647.75934 a.u.
**Strongest force on any atom**: 5.6 eV/Å
**Frontier orbital gap (spin up / spin down)**: 2.5 / 2.5 eV
**Total charge**: -1

***

Formula: C34H45Br2F4N7O5S2Zr
Source: the Open Molecules 2025 dataset
Level of theory: wB97M-V/def2-TZVPD

Positions of all 100 atoms, in Å:
H  -1.94  -4.99  2.26
C  2.51  4.54  -0.93
H  2.33  -3.60  -2.61
H  4.18  0.31  2.10
C  0.20  5.65  -2.00
N  -2.31  -2.46  -0.53
C  1.44  0.19  -1.27
H  -2.79  2.79  -0.07
H  -1.78  -4.12  -1.73
H  2.90  -0.39  -4.18
C  -1.50  1.24  -0.48
H  -7.18  -0.75  -1.81
C  -2.05  2.57  -0.84
H  0.17  0.55  4.41
H  3.42  4.11  -0.53
H  2.40  -1.63  0.42
N  1.60  -1.76  -3.29
O  -0.09  2.04  -3.26
H  0.44  -3.23  3.12
H  -1.25  3.29  -0.68
H  0.12  -2.78  -2.25
H  -3.67  2.98  -2.21
C  4.67  -1.70  4.78
C  -1.99  -3.88  -0.69
H  2.71  7.69  0.37
O  -1.58  0.21  -1.22
N  2.54  0.17  -2.20
F  -3.37  -0.34  0.59
H  0.15  -3.98  -0.40
H  3.12  -2.53  6.03
C  -2.62  2.68  -2.26
C  0.57  4.35  -2.32
Br  -2.43  -0.81  3.39
H  -0.32  -1.13  -2.76
C  2.07  -2.04  -0.53
H  -4.30  0.43  4.42
Br  -3.49  2.18  2.85
H  1.74  -3.07  -0.38
N  3.15  -2.04  -1.47
C  -1.93  -3.89  2.20
H  1.76  0.59  -0.31
H  1.29  -1.47  4.75
C  -5.67  -2.23  -2.19
C  4.98  -0.91  3.69
C  3.35  -1.91  5.17
H  4.45  -0.66  -2.38
C  2.68  -2.58  -2.75
O  0.46  -0.92  1.96
S  1.40  0.25  2.38
H  5.47  -2.16  5.35
O  -0.23  4.02  -4.79
C  3.95  -0.31  2.96
S  -0.38  3.44  -3.49
C  2.15  5.84  -0.58
H  0.48  -4.85  2.38
H  3.51  -2.59  -3.46
C  0.49  1.18  3.59
N  -0.77  -3.44  1.40
N  -1.93  3.70  -3.04
H  -2.86  -3.55  1.76
C  0.49  -1.76  -2.38
H  0.64  0.79  -1.69
C  2.07  -0.39  -3.48
C  3.01  6.64  0.36
C  -0.77  -4.21  0.14
H  1.34  -3.50  1.63
H  -0.75  -5.29  0.35
C  -4.15  -0.96  -0.37
F  -3.96  -3.77  -2.60
C  2.32  -1.31  4.46
H  2.93  6.26  1.38
H  4.06  6.59  0.07
H  0.70  7.40  -0.88
O  -0.96  1.03  0.67
F  -5.82  0.62  0.02
H  -2.58  1.70  -2.75
H  -0.36  1.64  3.08
C  1.73  3.79  -1.80
F  -6.39  -2.87  -3.09
H  2.04  2.79  -2.09
H  -1.86  -3.51  3.21
H  -4.68  0.01  2.72
C  2.64  -0.52  3.36
H  -2.84  -4.51  -0.40
C  0.99  6.38  -1.13
H  6.01  -0.75  3.40
C  3.61  -0.66  -1.67
C  -4.39  -2.71  -1.91
C  -3.58  -2.08  -0.97
C  -6.19  -1.11  -1.57
H  -2.46  4.14  -3.79
C  -5.40  -0.47  -0.64
H  1.18  1.95  3.94
H  -0.69  6.08  -2.43
C  0.45  -3.78  2.18
N  0.88  -1.22  -1.01
H  1.27  0.24  -3.87
Zr  -1.00  -1.12  0.42
H  3.96  -0.26  -0.72
C  -3.95  0.41  3.40

Calculated values
**ΔE to the lowest compared entry with this formula, charge and spin**: 0.000 eV
**E_HOMO**: -0.492 hartree
**E_tot**: -8472.63108 a.u.
**Strongest force on any atom**: 0.4 eV/Å
**Frontier orbital gap**: 7.8 eV
**Total charge**: +2